The following is a quantum chemistry calculation of a structure of composition C41H59ClCsN5PSbSe4, from the Open Molecules 2025 dataset.

Values from the calculation:
Charge ... -2
Strongest force on any atom ... 0.00904 hartree/bohr
Orbital gap ... 4.299 eV
Energy above the lowest of the compared OMol25 structures with the same formula, charge and spin ... 3.1 kJ/mol
HOMO energy ... -0.9 eV

The geometry in XYZ format:
```
113
Properties=species:S:1:pos:R:3:forces:R:3
Cs -1.406878 -0.938726 -2.107967 0.350 0.293 0.090
Sb 3.403927 2.268223 -1.766643 0.014 -0.016 -0.025
Se -2.050576 2.258271 -4.103326 0.007 0.004 -0.005
Se -3.009264 4.354539 -3.708794 -0.002 0.000 0.003
Se -3.822416 1.059381 -5.177676 0.011 -0.024 0.053
Se -3.137080 -1.172902 -4.972601 -0.195 -0.045 -0.308
Cl -7.603580 -0.168306 -3.399583 -0.004 -0.001 -0.002
P -1.592892 -2.321503 1.179166 -0.097 -0.014 0.079
N 0.015341 1.548867 -0.096391 -0.033 -0.097 0.154
N -4.241494 0.214855 -1.356096 -0.036 -0.075 0.038
N 1.757356 -1.890012 -2.892605 0.121 -0.066 -0.005
N 2.873143 -1.232920 -0.313466 -0.031 -0.044 0.033
N -0.670093 2.526758 1.752790 0.007 -0.045 -0.006
C -6.251728 1.897993 -2.276642 0.000 -0.006 0.003
C 1.015131 3.749823 -2.851554 0.045 0.017 0.030
C 2.014491 3.944566 -1.715405 0.043 0.019 0.027
C -5.170070 2.407922 -1.580934 0.003 0.014 0.016
C 0.500107 -4.128671 -0.104880 0.004 0.003 0.014
C -5.069337 -4.116888 0.217204 -0.008 0.008 -0.005
C -5.262345 -0.273077 -2.055302 -0.005 0.010 0.023
C -3.840589 -5.876978 1.274640 0.001 0.002 -0.002
C 3.816332 2.108427 0.361825 -0.019 0.032 0.057
C 3.203233 -1.823562 -2.653890 -0.001 -0.008 -0.068
C 2.156819 -3.809096 1.692985 0.011 0.000 0.020
C -4.045792 0.597372 3.816086 0.005 -0.008 0.015
C -2.746068 -5.041511 1.508338 -0.014 0.030 0.003
C -3.548024 0.948433 2.573444 -0.005 0.002 -0.006
C 0.392549 -2.251779 3.146258 0.020 0.013 0.017
C -1.311359 3.659690 -0.382727 -0.060 -0.019 -0.007
C 2.546158 -3.250173 2.881348 -0.004 -0.011 -0.006
C 5.960479 4.233362 -1.530823 0.000 0.030 -0.015
C -2.827250 -3.705579 1.079942 0.030 -0.046 0.040
C -0.048786 -2.816576 1.955033 -0.028 -0.018 -0.011
C 5.051203 1.249875 0.616581 -0.029 -0.004 0.009
C 0.440171 0.820673 0.999841 -0.006 0.066 -0.018
C 3.513582 -2.185560 -1.213311 -0.018 0.034 0.017
C 0.847615 -3.601186 1.123348 -0.016 -0.019 -0.014
C 1.677139 -2.442397 3.636952 -0.008 0.006 0.011
C -3.018077 -1.595867 3.628966 0.013 0.010 -0.020
C 2.642354 5.331872 -1.744545 0.000 0.006 0.033
C -2.502504 -1.239843 2.370732 0.010 0.013 -0.010
C -1.545115 -5.625456 2.200436 0.008 0.019 -0.005
C -0.660624 2.566663 0.391580 -0.005 0.056 -0.083
C -4.200978 1.525696 -1.132885 -0.040 -0.027 -0.057
C 6.169570 2.233250 -3.027519 0.019 0.020 0.005
C -2.777087 0.032919 1.871152 0.016 -0.024 0.036
C -3.771483 -0.661460 4.334213 -0.001 0.012 0.010
C 0.020702 1.404745 2.151448 0.066 0.056 0.016
C -4.991687 -5.433546 0.644444 -0.003 -0.005 0.002
C 5.219350 3.297843 -2.478680 -0.020 -0.009 0.028
C -2.812187 -2.958916 4.225784 0.005 -0.022 -0.007
C -3.989848 -3.276740 0.428318 -0.003 -0.004 -0.005
C -6.292106 0.536710 -2.500875 0.003 -0.005 -0.025
C 3.819649 3.408952 1.157507 -0.008 -0.037 0.029
H -1.790911 -3.307231 4.077482 -0.022 0.016 0.007
H -0.510885 -4.086242 -0.492660 0.002 0.003 -0.001
H 4.853174 3.893048 -3.322166 -0.037 -0.027 -0.022
H -1.530203 3.347018 -1.404509 -0.005 -0.004 0.050
H 6.525428 1.573540 -2.230639 0.003 0.003 0.002
H -3.766652 1.917939 2.140892 0.002 -0.003 0.001
H 5.972916 1.727897 0.275815 0.018 0.035 -0.030
H -0.674077 4.544843 -0.443325 0.027 -0.007 0.005
H 0.478678 2.808470 -2.737629 0.011 -0.076 -0.056
H 6.827430 4.679654 -2.035759 0.005 0.000 -0.002
H 2.810650 -1.645873 0.614457 -0.001 0.017 -0.012
H 2.909052 3.986588 0.987562 0.005 0.004 0.009
H 1.518977 3.730198 -3.822734 -0.034 0.011 -0.024
H 1.419922 -2.824086 -2.675347 -0.033 0.016 0.016
H 0.261228 4.542305 -2.886391 0.026 0.023 0.005
H 1.912946 -1.146424 -0.634684 -0.024 0.042 -0.003
H 4.671068 4.046173 0.914452 0.023 0.010 -0.023
H 3.779007 -2.489685 -3.312593 -0.008 0.008 -0.008
H -5.951845 -3.748016 -0.290601 -0.001 0.003 0.000
H -7.022147 2.543239 -2.675791 0.000 0.001 0.000
H 5.684306 1.603726 -3.775301 -0.003 -0.005 -0.004
H 5.164753 1.052348 1.688996 -0.001 0.004 0.008
H 3.265075 5.521421 -0.867602 -0.020 0.010 -0.018
H 3.187327 -3.219306 -1.028166 0.004 -0.013 -0.006
H 6.339120 3.702497 -0.656395 0.004 -0.027 0.020
H 3.527713 -0.796770 -2.840318 -0.012 -0.027 -0.008
H -5.042272 3.471292 -1.444249 0.001 -0.003 -0.004
H 7.051752 2.692702 -3.490346 0.002 -0.004 -0.001
H 1.549332 -1.696378 -3.865232 -0.045 0.009 0.015
H -3.778448 -6.908955 1.604194 0.001 0.000 -0.001
H -4.044479 -2.248318 0.078207 0.000 0.000 -0.001
H 4.944110 0.285241 0.116889 0.030 0.017 0.001
H 3.261553 5.476646 -2.633989 0.000 0.003 -0.004
H -1.271483 -5.063334 3.092241 -0.002 -0.005 -0.004
H -4.652744 1.294626 4.381977 -0.003 -0.002 -0.001
H 2.856603 -4.424574 1.135166 0.001 0.000 0.000
H -0.292275 -1.620433 3.706559 0.014 -0.010 -0.008
H 3.553726 -3.435171 3.242848 0.003 0.001 -0.003
H -5.245688 -1.327725 -2.302411 -0.019 -0.008 0.033
H 1.211271 -4.733488 -0.656579 0.002 -0.003 0.000
H -3.024544 -2.944193 5.295969 -0.003 -0.003 0.003
H -5.818105 -6.115064 0.480898 0.000 -0.001 -0.001
H -1.748063 -6.658110 2.489992 0.001 0.001 0.002
H -2.255795 3.963498 0.075856 0.017 -0.004 -0.003
H 1.016591 -0.081398 0.905965 -0.009 -0.074 -0.011
H -3.476810 -3.686311 3.753833 0.001 -0.005 0.000
H -3.335142 1.893343 -0.594833 0.027 0.008 -0.012
H 5.329642 5.048819 -1.178854 0.026 -0.021 0.006
H 1.859880 6.098397 -1.772992 -0.015 0.001 -0.001
H -2.367941 0.301804 0.904921 -0.081 0.023 -0.038
H 4.598794 -2.153038 -1.068704 0.009 -0.002 0.000
H 0.113914 1.109194 3.181509 0.017 0.014 0.000
H -4.163242 -0.936154 5.308115 -0.003 0.000 -0.001
H 1.995088 -1.985554 4.565045 0.001 0.000 -0.001
H 3.870687 3.192061 2.231874 0.006 -0.005 -0.003
H 1.498405 3.806586 -0.761118 -0.009 0.005 -0.022
H 2.953305 1.524263 0.688272 -0.019 -0.013 -0.040
H -0.676721 -5.606859 1.539158 0.010 0.000 -0.005
H -1.172035 3.160865 2.347537 -0.001 -0.009 0.003
```
Forces are in eV/Å.


The following is a quantum chemistry calculation of a structure of composition C41H61AsClN5O5Si4V, from the Open Molecules 2025 dataset.

Values from the calculation:
Charge ... -2
Multiplicity ... 4
Strongest force on any atom ... 0.01403 hartree/bohr
Orbital gap (spin up / spin down) ... 5.672 / 6.989 eV
Energy above the lowest of the compared OMol25 structures with the same formula, charge and spin ... 9.1 kJ/mol
HOMO energy (spin up / spin down) ... -1.8 / -3.2 eV

The geometry in XYZ format:
```
119
Properties=species:S:1:pos:R:3:forces:R:3
As 2.466351 -0.135171 2.085938 0.109 -0.212 0.217
V -0.462598 -0.205053 1.314549 0.581 -0.130 0.259
Cl 5.550853 1.833074 -4.123992 0.007 0.000 -0.010
Si -0.872362 -2.603796 -1.561682 -0.022 -0.014 0.050
Si 4.417746 -0.389698 0.778558 0.005 -0.029 -0.187
Si 3.213178 1.253651 3.844384 0.025 0.051 -0.028
Si 2.347676 -2.200774 3.231356 0.024 -0.037 -0.037
O 2.459418 2.252467 -3.968299 0.142 0.087 -0.114
O -0.293589 1.328755 2.798261 -0.126 0.010 -0.079
O 2.476959 0.738361 -2.303649 -0.008 0.030 -0.016
O 0.261781 3.769270 -6.626434 0.009 0.023 0.020
O -1.415914 3.019415 3.765931 -0.013 0.019 0.007
N -2.257166 0.812255 1.144411 -0.638 0.293 -0.168
N -0.038863 3.224501 -4.438555 -0.032 -0.110 -0.040
N -0.966068 2.871681 -0.909062 0.135 -0.090 -0.172
N -1.859793 3.405865 -5.964009 -0.034 0.103 0.180
N -4.531793 -4.911687 5.681861 0.002 0.002 -0.002
C -1.717325 4.407716 -3.097268 -0.021 -0.060 -0.052
C -2.464727 1.786677 2.038257 0.042 -0.053 -0.011
C -5.829300 -0.407500 -4.367922 -0.002 0.018 -0.012
C 3.807221 2.856558 3.057394 0.000 -0.021 -0.006
C -0.622765 -2.372298 -3.427045 0.012 -0.046 -0.004
C -3.892606 -4.208968 5.028208 -0.003 -0.009 0.007
C -5.118579 1.779558 -5.417871 0.002 0.006 -0.030
C 1.919776 1.648943 5.134125 -0.012 -0.045 0.007
C 4.212096 0.649537 -3.896714 0.032 0.029 -0.008
C -0.383305 2.693615 -2.093873 0.000 0.104 -0.032
C 3.958512 -2.956191 3.871044 -0.027 -0.027 -0.005
C -3.097598 -3.335544 4.216517 0.002 0.018 -0.013
C -1.931662 3.781827 -0.808450 0.003 -0.031 0.117
C -2.802067 2.460530 -5.514761 0.051 0.014 0.058
C 1.670609 -3.502331 2.057873 -0.043 0.025 0.022
C -0.054409 -1.317822 -0.552494 0.050 0.117 -0.177
C -1.502186 -1.591599 2.597465 0.021 -0.095 0.196
C -4.146660 2.700620 -5.781592 -0.014 0.014 0.000
C -4.467394 1.138714 0.318753 0.008 0.002 -0.014
C -0.176963 -4.325398 -1.174480 0.001 0.000 0.007
C 2.931691 1.289504 -3.320093 -0.202 -0.029 0.052
C -0.732449 3.436958 -3.231901 -0.022 -0.062 -0.099
C 3.987846 -1.692198 -0.495523 -0.056 -0.007 0.068
C -4.690964 2.132933 1.261380 -0.006 -0.014 -0.008
C -2.540255 -3.789798 3.019528 0.003 0.000 0.007
C -1.774083 -2.929607 2.248929 0.038 -0.008 -0.002
C -3.437854 0.379398 -4.488815 -0.015 -0.005 0.000
C -3.669163 2.463783 2.132329 0.002 0.028 0.011
C -1.293394 2.096236 2.960736 0.055 0.005 0.071
C -0.481665 3.478735 -5.703272 0.054 -0.119 -0.058
C -2.337028 4.569156 -1.870363 -0.005 0.026 -0.003
C -3.239923 0.503119 0.294228 0.035 0.038 0.008
C -2.455245 1.278498 -4.861053 0.035 0.073 -0.003
C 1.247321 -1.927227 4.731715 -0.023 0.000 -0.032
C -2.756407 -2.779832 -1.354490 0.029 -0.018 -0.029
C 4.662967 0.519248 4.808964 -0.005 0.032 0.016
C 4.851894 1.244722 -0.025965 -0.066 -0.036 -0.014
C -2.095894 -1.185457 3.812961 0.003 -0.001 0.015
C -4.784741 0.602302 -4.763135 0.004 -0.010 0.011
C 6.002252 -0.930979 1.656696 -0.001 0.009 0.019
C -2.870422 -2.013572 4.607800 0.009 -0.003 -0.001
H -2.057702 3.796449 -6.871217 0.050 -0.026 -0.013
H 5.412847 1.876031 0.665785 -0.032 0.044 -0.005
H 2.493269 -4.020018 1.557247 -0.014 0.011 -0.026
H -1.935116 -0.171073 4.168172 0.013 0.002 0.002
H -3.052055 -2.759892 -0.303432 0.008 -0.007 0.020
H 5.439672 0.090081 4.176378 -0.016 0.012 -0.001
H -2.715053 -4.812596 2.703358 -0.002 0.000 0.002
H 3.672013 -3.847394 4.441206 0.032 -0.003 0.017
H 1.015756 -3.079493 1.296048 -0.015 0.026 0.028
H 0.956739 2.915008 -4.358172 -0.121 0.047 0.169
H 5.895989 -1.787386 2.322221 -0.021 0.046 -0.040
H -0.423651 -4.655592 -0.162188 0.009 -0.002 -0.004
H 1.090874 -4.241883 2.617514 0.018 -0.015 0.009
H 1.853881 -1.855630 5.639397 -0.004 0.026 0.000
H 4.533646 -2.303185 4.527719 -0.012 0.008 -0.027
H -1.032878 -1.415024 -3.757713 0.010 0.049 0.003
H -5.876391 -0.528281 -3.285178 0.004 0.003 0.057
H 4.600447 -3.285826 3.051956 -0.023 0.001 0.019
H 0.650134 -1.020292 4.634815 -0.021 -0.017 -0.018
H -3.096403 -3.727555 -1.784988 0.003 0.002 -0.008
H 0.913518 -4.316819 -1.258336 0.000 -0.006 -0.008
H 4.810677 -1.820231 -1.205412 0.001 0.018 -0.003
H -3.301744 -1.983995 -1.868791 -0.019 0.076 -0.038
H -3.757329 3.232876 2.886958 -0.001 -0.005 0.003
H 0.112167 -0.440809 -1.206908 -0.022 -0.006 -0.026
H -5.645988 2.642023 1.308647 -0.002 0.001 -0.002
H -1.359207 -3.320103 1.325885 0.000 -0.001 -0.002
H -3.014621 -0.282847 -0.414161 -0.006 -0.008 0.004
H 1.742243 0.791592 5.787197 -0.020 0.005 -0.019
H 0.548876 -2.760191 4.845697 0.006 -0.012 0.018
H 6.714836 -1.197794 0.868461 0.020 -0.002 0.019
H 5.112398 1.313686 5.414495 0.005 -0.009 0.010
H -2.389432 3.887879 0.169127 -0.003 0.006 -0.007
H 6.438659 -0.105474 2.222701 -0.002 -0.004 0.007
H 3.793561 -2.657804 -0.020672 -0.005 -0.008 -0.003
H 4.825296 2.755738 2.676246 -0.006 0.000 -0.017
H 4.310397 -0.256371 5.492740 0.001 -0.001 -0.010
H 5.480909 1.068928 -0.904170 -0.013 -0.007 0.002
H -1.099752 -3.163286 -4.015149 -0.007 -0.006 0.000
H -6.158047 1.987294 -5.648929 0.000 0.004 0.006
H 3.960601 1.772184 -0.365808 0.004 -0.006 -0.029
H 3.166202 3.160395 2.228529 -0.023 0.002 0.018
H 3.095609 -1.384978 -1.046244 0.065 0.032 -0.045
H 0.443618 -2.358569 -3.667263 -0.001 0.001 0.008
H -0.565848 -5.071520 -1.874380 -0.009 0.001 0.004
H 3.999956 0.240088 -4.882125 -0.002 -0.009 0.004
H -1.993112 5.024979 -3.940723 -0.004 0.007 -0.043
H 3.801552 3.656278 3.803224 0.011 0.000 0.006
H -4.430458 3.620387 -6.281558 0.005 0.002 0.011
H 4.586297 -0.121672 -3.233390 0.005 -0.022 0.041
H -3.113009 5.312380 -1.735699 -0.002 -0.006 0.002
H -3.299000 -1.651171 5.535709 -0.004 -0.003 0.000
H -1.418379 1.053700 -4.657467 0.068 0.017 0.038
H 0.422551 1.964730 -2.148079 -0.001 -0.032 -0.026
H 0.967902 -1.701270 -0.397357 -0.009 -0.002 -0.027
H -5.231702 0.852892 -0.389284 -0.030 -0.018 -0.041
H 2.316580 2.463836 5.749917 -0.015 -0.010 0.019
H -3.137146 -0.532369 -3.988514 -0.005 -0.065 0.046
H -6.818338 -0.105627 -4.715490 0.006 -0.001 0.000
H -5.607796 -1.390540 -4.787476 0.004 0.000 -0.011
H 0.969483 1.959427 4.701525 0.008 0.019 -0.046
```
Forces are in eV/Å.